No. 1
2 unconnected molecules or ions with the total composition C6H5FOS in a non-equilibrium geometry. Source: the OMol25 dataset; level of theory: ωB97M-V/def2-TZVPD.

Output
Multiplicity: 3
HOMO energy (spin up / spin down) in eV: -9.2 / -8.9
F_max in eV/A: 2.6
E_tot in eV: -21898.2879
ΔE to the lowest compared entry with this formula, charge and spin in eV: 0.000

Each line ends with the Mulliken charge.
Cartesian coordinates (Å):
C 0.39038 1.67315 0.33296  -0.471
C 0.91029 1.06930 -0.79243  -0.341
C -0.51102 0.92744 1.12233  -0.262
C 0.72936 -0.34477 -0.93453  -0.445
C -0.90487 -0.36343 0.83888  0.312
C -0.22010 -0.97243 -0.22999  0.033
O -2.12644 -4.07036 -0.11110  -0.371
F -2.05708 -0.84954 1.34554  -0.259
S -1.36973 -4.04550 -1.52525  0.007
H 0.68380 2.64031 0.62385  0.413
H 1.32774 1.71779 -1.53257  0.371
H -1.06970 1.52083 1.86676  0.304
H 1.06164 -0.90224 -1.77335  0.349
H -1.61321 -4.60892 0.51062  0.359

No. 2
A single C21H24FNO4 molecule. Source: the OMol25 dataset; level of theory: ωB97M-V/def2-TZVPD.

Output
Multiplicity: 1
HOMO energy in eV: -8.0
F_max in eV/A: 1.0
E_tot in eV: -34563.6795
SMILES: COC[C@@H](C)n1c(C)cc(C(=O)COC(=O)/C=C/c2cccc(F)c2)c1C
ΔE to the lowest compared entry with this formula, charge and spin in eV: 0.836

Each line ends with the Mulliken charge.
Cartesian coordinates (Å):
C 2.52875 -1.82710 4.08315  -0.501
H 3.25326 -1.31590 4.71446  0.262
O 3.26283 -2.35778 3.00274  -0.422
C 2.52731 -3.16465 2.11159  -0.675
C 1.98258 -2.38270 0.89644  0.025
N 0.97497 -1.41350 1.28012  0.585
C -0.30838 -1.64241 1.66786  0.417
C -0.89243 -0.41644 1.97543  0.753
C 0.10743 0.57539 1.77283  -0.744
C 1.23855 -0.05960 1.35907  0.612
C 2.56764 0.53786 1.05311  -1.942
H 3.35296 0.08972 1.66190  0.345
H 2.82915 0.41588 0.00070  0.312
H 2.52897 1.60206 1.26989  0.431
H 0.00613 1.62837 1.94299  0.583
C -2.25805 -0.20981 2.40577  0.789
O -2.96815 -1.05867 2.90766  -0.655
C -2.81181 1.21448 2.25503  -0.815
H -2.53258 1.80601 3.13096  0.325
H -3.90332 1.13528 2.20246  0.330
O -2.32053 1.93496 1.13514  -0.325
C -2.41383 1.32363 -0.05605  0.679
O -2.89332 0.22761 -0.21602  -0.640
C -1.85606 2.17514 -1.11872  -0.995
C -1.86141 1.76002 -2.39042  -0.010
C -1.36437 2.47429 -3.55086  1.056
C -1.50517 1.88280 -4.80876  -0.695
C -1.04790 2.54705 -5.92811  0.334
C -0.44648 3.79095 -5.85214  -0.523
C -0.30491 4.37521 -4.60383  -0.486
C -0.75522 3.72983 -3.46844  -0.596
H -0.63369 4.20289 -2.50751  0.334
H 0.16204 5.34493 -4.52161  0.388
H -0.10273 4.27925 -6.74985  0.438
F -1.19094 1.96393 -7.13591  -0.318
H -1.97031 0.91503 -4.91535  0.431
H -2.29173 0.78412 -2.58294  0.373
H -1.46365 3.12533 -0.79438  0.360
C -0.98758 -2.96302 1.67957  -1.895
H -1.92177 -2.85666 2.22363  0.509
H -1.22187 -3.28488 0.66515  0.283
H -0.38701 -3.73142 2.16119  0.303
C 1.50925 -3.33173 -0.20529  -1.697
H 0.93081 -2.78239 -0.94403  0.409
H 0.90036 -4.13793 0.19016  0.344
H 2.37230 -3.77022 -0.69980  0.466
H 2.82214 -1.80332 0.50263  0.324
H 3.22933 -3.91656 1.73636  0.449
H 1.71621 -3.67743 2.64063  0.243
H 1.76534 -1.11328 3.76092  0.124
H 2.04693 -2.62467 4.66045  0.317

No. 3
A single C14H18N2 molecule in a non-equilibrium geometry. Source: the OMol25 dataset; level of theory: ωB97M-V/def2-TZVPD.

Output
Multiplicity: 1
HOMO energy in eV: -8.2
F_max in eV/A: 4.2
E_tot in eV: -17787.4185
SMILES: NCCCNCc1ccc2ccccc2c1
ΔE to the lowest compared entry with this formula, charge and spin in eV: 1.763

Each line ends with the Mulliken charge.
Cartesian coordinates (Å):
C 0.34637 0.87325 -4.60177  -0.644
C 1.59667 0.54438 -3.76338  -0.394
C 1.10629 0.06852 -2.34596  -0.733
C 0.51721 1.68553 -0.28191  -1.534
C 0.26219 0.86963 1.00859  0.694
C 0.55769 1.58837 2.27962  -0.767
C 0.20801 1.04555 3.44506  -0.846
C -0.32993 -0.28598 3.53577  0.567
C -0.59525 -0.88861 4.79622  -0.317
C -1.36698 -2.02911 4.80673  -0.700
C -1.66839 -2.76504 3.67098  -0.294
C -1.39997 -2.27188 2.39508  -0.668
C -0.74112 -0.95422 2.26003  0.194
C -0.24739 -0.38779 1.05445  0.261
H -0.45344 -0.35888 -6.04571  0.203
H -1.32110 -0.17506 -4.60940  0.232
H -0.22773 1.48113 -3.76322  0.182
H 0.46946 1.70194 -5.32821  0.405
H 2.19255 -0.22912 -4.37017  0.319
H 2.07302 1.56545 -3.85762  0.243
H 1.99424 -0.01831 -1.71430  0.377
H 0.64335 -0.90042 -2.53286  0.331
H -0.69743 1.20061 -1.86732  0.256
H 1.54523 1.93802 -0.47535  0.443
H -0.00317 2.57954 -0.42501  0.556
H 0.93349 2.62709 2.33589  0.306
H 0.25403 1.58211 4.37743  0.368
H -0.14378 -0.47129 5.75747  0.288
H -1.55103 -2.70606 5.61353  0.326
H -2.18578 -3.70626 3.58909  0.376
H -1.35388 -3.00180 1.58159  0.302
H -0.26861 -1.04774 0.18699  0.292
N -0.37910 -0.22756 -5.08564  -0.504
N 0.23426 1.07401 -1.62669  -0.119